[1]
182
Properties=species:S:1:pos:R:3 method="wB97M-V/def2-TZVPD" e_above_lowest_kcal_mol=169.5 orbital_gap_ev=8.0 mol_weight_da=1202.84 total_charge=+1 lumo_energy_ha=-0.068
C -1.096 1.379 1.832
C -0.118 2.327 1.117
C 0.403 1.930 -0.299
C 1.285 0.639 -0.333
N 1.830 0.333 -1.756
C 0.709 0.322 -2.787
C 1.264 -0.535 -3.907
C 2.354 -1.440 -3.279
C 2.337 -1.153 -1.846
C 2.990 1.298 -2.149
H -2.039 1.489 1.297
H -1.300 1.564 2.887
H -0.836 0.323 1.754
H 0.787 2.187 1.708
H -0.374 3.383 1.201
H 0.940 2.840 -0.566
H -0.470 1.755 -0.928
H 0.874 -0.256 0.133
H 2.171 0.833 0.272
H 0.517 1.364 -3.042
H -0.160 -0.074 -2.262
H 1.779 0.043 -4.674
H 0.407 -1.006 -4.389
H 3.330 -1.322 -3.750
H 2.224 -2.511 -3.435
H 3.318 -1.295 -1.393
H 1.536 -1.681 -1.329
H 3.259 1.193 -3.200
H 3.752 1.159 -1.381
H 2.611 2.306 -1.983
C 4.448 7.809 6.311
S 5.300 6.142 6.352
O 4.592 5.483 5.136
C 4.542 5.454 7.855
H 5.017 8.252 5.494
H 4.449 8.483 7.167
H 3.402 7.621 6.071
H 3.454 5.497 7.910
H 5.075 6.039 8.605
H 4.918 4.432 7.893
C 1.159 9.665 -2.752
S 1.365 9.544 -0.943
O -0.020 9.869 -0.422
C 2.466 11.066 -0.627
H 0.356 9.041 -3.146
H 2.124 9.574 -3.250
H 0.766 10.652 -2.993
H 2.306 11.927 -1.277
H 3.527 10.821 -0.670
H 2.091 11.319 0.365
C 8.238 -4.522 4.385
S 8.534 -2.750 3.786
O 7.185 -2.269 3.397
C 9.062 -2.036 5.499
H 7.365 -4.987 3.928
H 8.032 -4.556 5.455
H 9.028 -5.253 4.210
H 9.338 -0.984 5.435
H 9.831 -2.729 5.841
H 8.357 -1.848 6.308
C 3.857 -7.537 -10.568
S 2.502 -6.297 -10.294
O 2.627 -5.102 -11.238
C 1.119 -7.232 -10.990
H 4.725 -7.041 -10.134
H 3.959 -7.793 -11.623
H 3.512 -8.437 -10.059
H 1.395 -8.264 -10.776
H 1.393 -7.300 -12.043
H 0.080 -6.936 -10.844
C -11.824 -2.886 3.102
S -10.438 -2.062 4.110
O -9.505 -1.340 3.146
C -11.291 -0.597 4.858
H -12.128 -2.216 2.297
H -12.799 -3.058 3.556
H -11.650 -3.782 2.506
H -11.896 -1.083 5.623
H -11.975 -0.037 4.220
H -10.456 -0.094 5.346
C -8.873 2.489 -5.066
S -7.606 1.492 -4.184
O -6.301 1.491 -4.970
C -7.480 2.647 -2.731
H -9.867 2.392 -4.630
H -8.978 2.336 -6.140
H -8.588 3.541 -5.071
H -6.974 2.052 -1.971
H -8.431 3.040 -2.371
H -6.828 3.484 -2.980
C 11.019 7.666 1.116
S 9.526 6.575 0.646
O 9.740 6.333 -0.879
C 10.112 4.949 1.451
H 10.552 8.245 1.913
H 11.174 8.319 0.256
H 11.971 7.240 1.431
H 11.063 4.537 1.114
H 9.310 4.225 1.305
H 10.343 5.120 2.503
C 0.383 5.463 -9.089
O 0.845 4.984 -8.071
N -0.873 5.401 -9.563
C -1.085 6.010 -10.884
C -2.010 4.821 -8.771
H 0.987 6.128 -9.726
H -0.299 5.804 -11.611
H -1.311 7.076 -10.877
H -1.988 5.488 -11.200
H -2.854 5.509 -8.789
H -2.279 3.869 -9.230
H -1.664 4.597 -7.761
O 1.416 -11.823 -5.925
C 1.184 -12.457 -4.880
O 1.443 -11.935 -3.596
C 1.884 -10.641 -3.400
C 3.335 -10.510 -3.809
C 0.375 -13.753 -4.939
H 1.826 -10.491 -2.322
H 1.325 -9.863 -3.920
H 3.522 -10.480 -4.883
H 3.999 -11.301 -3.463
H 3.678 -9.598 -3.320
H -0.450 -13.770 -5.651
H 0.144 -14.004 -3.903
H 1.093 -14.482 -5.316
O 9.352 -4.920 -3.817
C 10.106 -5.014 -4.794
O 11.080 -4.093 -5.030
C 11.378 -3.071 -4.166
C 10.372 -1.916 -4.213
C 10.051 -6.163 -5.769
H 12.306 -2.527 -4.340
H 11.477 -3.521 -3.178
H 10.518 -1.362 -3.286
H 9.382 -2.342 -4.373
H 10.597 -1.289 -5.077
H 10.034 -5.966 -6.841
H 9.233 -6.870 -5.635
H 10.905 -6.828 -5.648
O -7.036 0.223 12.374
C -7.932 -0.360 11.716
O -7.605 -1.270 10.841
C -6.318 -1.917 10.757
C -5.173 -0.939 10.352
C -9.448 -0.045 11.690
H -6.484 -2.737 10.059
H -5.966 -2.366 11.686
H -4.176 -1.378 10.395
H -5.043 -0.177 11.120
H -5.452 -0.589 9.359
H -9.635 0.946 12.103
H -10.072 -0.693 12.306
H -9.811 0.076 10.669
O -2.955 -5.551 -0.859
C -4.126 -5.918 -0.758
O -5.029 -5.784 -1.700
C -4.723 -5.101 -2.937
C -3.921 -5.989 -3.927
C -4.663 -6.350 0.554
H -4.270 -4.142 -2.683
H -5.689 -4.964 -3.422
H -2.855 -5.795 -3.805
H -4.135 -5.732 -4.965
H -4.060 -7.056 -3.759
H -4.144 -7.269 0.826
H -5.718 -6.618 0.498
H -4.436 -5.504 1.203
O -9.946 6.384 9.491
C -8.791 6.635 9.245
O -7.802 6.729 10.236
C -8.196 6.486 11.630
C -7.706 7.592 12.564
C -8.291 6.613 7.838
H -7.920 5.520 12.052
H -9.274 6.585 11.752
H -7.930 7.109 13.514
H -8.322 8.441 12.266
H -6.641 7.786 12.441
H -8.176 5.552 7.614
H -7.302 7.070 7.845
H -8.936 7.111 7.114

***

[2]
196
Properties=species:S:1:pos:R:3 method="wB97M-V/def2-TZVPD" orbital_gap_ev=9.7 mol_weight_da=2032.25 smiles="CCOP(=O)(OCC)OCC.CCOP(=O)(OCC)OCC.CCOP(=O)(OCC)OCC.CCOP(=O)(OCC)OCC.CCOP(=O)(OCC)OCC.CCOP(=O)(OCC)OCC.BrCCBr.BrCCBr.BrCCBr.BrCCBr.BrCCBr" total_charge=0 lumo_energy_ha=0.009
C 17.310 18.677 26.896
C 17.643 17.258 26.563
O 19.002 17.138 26.125
P 19.545 17.290 24.645
O 21.002 17.107 24.579
O 18.876 18.595 24.134
C 19.611 19.735 23.608
C 19.093 20.121 22.284
O 18.788 16.202 23.807
C 19.119 14.832 23.987
C 19.320 14.349 25.455
H 17.308 19.398 26.038
H 16.324 18.792 27.355
H 18.052 19.146 27.511
H 17.581 16.586 27.427
H 16.985 16.904 25.793
H 19.506 20.495 24.361
H 20.701 19.489 23.620
H 19.755 20.864 21.837
H 19.075 19.225 21.621
H 18.143 20.597 22.372
H 18.299 14.239 23.513
H 20.125 14.740 23.514
H 20.237 14.722 25.969
H 18.485 14.446 26.113
H 19.509 13.226 25.469
C 21.290 10.992 21.361
C 20.174 11.617 20.534
O 18.969 10.878 20.955
P 17.543 11.402 20.462
O 17.443 11.610 18.983
O 16.529 10.432 21.076
C 15.822 9.440 20.299
C 16.268 8.063 20.715
O 17.402 12.690 21.266
C 16.505 13.832 21.021
C 15.157 13.378 20.522
H 20.958 10.941 22.423
H 21.325 9.975 20.916
H 22.278 11.534 21.343
H 20.049 12.675 20.751
H 20.422 11.510 19.470
H 14.791 9.492 20.567
H 15.933 9.538 19.253
H 17.243 7.793 20.425
H 16.230 8.170 21.777
H 15.642 7.183 20.428
H 16.537 14.491 21.914
H 17.053 14.359 20.218
H 15.382 12.745 19.623
H 14.655 12.773 21.226
H 14.562 14.272 20.134
C 10.012 20.211 18.180
C 11.447 20.184 17.807
O 11.916 21.502 18.375
P 13.455 21.908 18.606
O 13.544 23.269 19.191
O 14.018 20.745 19.512
C 15.035 20.850 20.486
C 14.584 21.652 21.766
O 14.192 21.575 17.217
C 14.093 22.481 16.129
C 13.234 21.927 14.987
H 9.870 20.489 19.242
H 9.554 20.984 17.552
H 9.458 19.335 17.871
H 12.012 19.372 18.281
H 11.588 20.225 16.715
H 15.264 19.791 20.752
H 15.903 21.494 20.029
H 13.672 21.238 22.151
H 15.261 21.533 22.642
H 14.349 22.711 21.573
H 13.743 23.469 16.477
H 15.087 22.660 15.704
H 13.381 22.573 14.087
H 13.735 20.971 14.794
H 12.186 21.829 15.100
C 23.040 16.932 16.508
C 24.211 17.819 16.746
O 24.567 17.691 18.097
P 25.339 18.826 18.896
O 25.478 18.384 20.282
O 26.701 19.021 18.117
C 27.881 18.334 18.573
C 28.088 16.991 17.839
O 24.483 20.093 18.509
C 24.953 21.394 18.277
C 24.833 21.733 16.720
H 23.182 15.870 16.727
H 22.191 17.323 17.019
H 22.666 17.067 15.477
H 25.026 17.580 16.077
H 24.035 18.897 16.553
H 28.644 19.011 18.273
H 27.989 18.209 19.730
H 28.208 17.160 16.732
H 29.059 16.796 18.222
H 27.353 16.175 18.140
H 24.498 22.167 18.843
H 26.096 21.410 18.534
H 25.417 20.944 16.308
H 23.792 21.634 16.396
H 25.166 22.705 16.354
C 24.730 15.833 13.207
C 24.069 17.148 12.641
O 22.732 16.744 12.439
P 21.519 17.765 12.658
O 21.798 18.626 13.803
O 20.358 16.765 12.589
C 19.915 16.170 13.810
C 19.030 17.115 14.610
O 21.180 18.534 11.316
C 22.096 19.315 10.593
C 22.527 20.598 11.291
H 24.399 14.913 12.656
H 25.793 15.839 12.927
H 24.607 15.770 14.319
H 24.284 18.073 13.224
H 24.472 17.375 11.643
H 19.349 15.313 13.423
H 20.769 15.936 14.429
H 18.020 17.249 14.184
H 18.957 16.723 15.648
H 19.631 18.042 14.600
H 23.061 18.782 10.408
H 21.654 19.585 9.668
H 23.052 21.318 10.693
H 21.721 21.162 11.855
H 23.228 20.372 12.082
C 17.997 20.539 18.173
C 17.549 19.207 17.612
O 16.661 18.602 18.602
P 16.748 17.082 19.065
O 18.115 16.572 19.221
O 15.783 16.880 20.341
C 16.394 17.196 21.661
C 15.402 16.988 22.782
O 15.948 16.302 17.936
C 14.533 16.349 17.718
C 14.187 17.629 16.859
H 17.154 21.234 18.272
H 18.460 20.469 19.141
H 18.693 21.091 17.557
H 16.903 19.289 16.754
H 18.433 18.635 17.444
H 17.204 16.603 21.744
H 16.776 18.198 21.650
H 15.356 15.947 23.088
H 15.661 17.580 23.691
H 14.351 17.306 22.408
H 14.264 15.396 17.180
H 13.915 16.316 18.637
H 14.628 18.569 17.225
H 14.659 17.403 15.831
H 13.104 17.610 16.615
Br 10.543 14.940 17.657
C 10.922 13.403 16.535
C 11.546 12.356 17.437
Br 12.156 10.796 16.471
H 11.575 13.702 15.766
H 9.991 13.048 16.109
H 10.803 12.064 18.140
H 12.344 12.798 17.995
Br 21.368 19.471 19.223
C 21.386 18.024 20.590
C 22.104 16.871 19.885
Br 22.427 15.435 21.162
H 20.386 17.890 20.877
H 22.071 18.317 21.387
H 23.063 17.256 19.444
H 21.430 16.375 19.111
Br 15.981 13.560 16.467
C 18.023 13.332 16.279
C 18.707 14.015 17.433
Br 20.611 13.918 16.924
H 18.362 13.747 15.357
H 18.249 12.238 16.287
H 18.555 13.421 18.321
H 18.404 15.036 17.683
Br 12.121 16.079 13.662
C 13.726 15.387 12.802
C 14.985 16.081 13.283
Br 16.386 15.406 12.137
H 13.687 15.381 11.696
H 13.786 14.378 13.197
H 15.315 15.822 14.305
H 15.044 17.135 13.186
Br 11.012 13.931 22.022
C 10.700 15.824 22.570
C 11.111 16.673 21.340
Br 11.373 18.482 21.937
H 11.481 15.990 23.327
H 9.689 16.059 22.826
H 10.271 16.594 20.683
H 12.079 16.344 20.980

***

Number 1: HOMO -9.87 eV. Number 2: HOMO -9.50 eV.